Record 1
68
Properties=species:S:1:pos:R:3:nbo_charge:R:1 method="wB97M-V/def2-TZVPD" homo_ev="-17.02 / -16.91" charge=+3 lumo_energy_ev="-10.8 / -11.9" orbital_gap_ev="6.23 / 4.96" multiplicity=4
Re 1.3318 -0.3280 2.1056 1.821
Cl -0.8286 -7.3077 2.8693 0.182
C -0.2434 -5.7985 2.4201 -0.040
C 0.2521 -5.5953 1.1246 -0.138
C 0.7327 -4.3614 0.7424 -0.064
Cl 1.3418 -4.1101 -0.8229 0.121
C 0.7188 -3.2771 1.6572 0.315
O 1.1678 -2.1181 1.2829 -0.628
C 0.2198 -3.4989 2.9785 -0.195
C 0.2006 -2.4614 3.9518 0.466
O 0.5245 -1.2563 3.7515 -0.632
C -0.2477 -4.7484 3.3515 -0.130
H 0.2595 -6.4188 0.4203 0.284
H -0.1267 -2.7060 4.9638 0.224
H -0.6172 -4.9253 4.3557 0.266
Cl 1.3892 4.8409 3.8984 0.148
C 2.0610 3.4413 4.7258 -0.289
Cl 3.7820 3.5701 4.9406 0.179
Cl 1.2257 3.0860 6.2113 0.178
C 1.8220 2.2781 3.8277 0.580
N 1.6425 1.3746 3.1438 -0.530
C -3.2129 0.0255 -4.4277 -0.622
C -2.4147 1.2929 -4.1286 -0.661
S -1.9000 1.4168 -2.4438 2.175
O -1.5825 0.1084 -1.9018 -0.977
O -0.9110 2.4719 -2.3274 -0.974
C -3.3401 1.9648 -1.5665 -0.703
C -2.9749 2.3763 -0.1458 -0.215
N -2.1927 1.3322 0.5792 -0.280
C -0.9051 1.4512 0.8959 0.510
N -0.4843 0.2878 1.4361 -0.494
C -1.5545 -0.5911 1.4663 -0.031
C -2.6009 0.0630 0.9553 0.211
N -3.9344 -0.4965 0.8340 0.529
O -4.7920 0.1918 0.3331 -0.329
O -4.0285 -1.6562 1.1671 -0.313
C -0.0762 2.6643 0.6911 -0.700
H -3.4077 -0.0236 -5.4966 0.258
H -4.1773 0.0210 -3.9183 0.222
H -2.6585 -0.8644 -4.1388 0.235
H -2.9771 2.2080 -4.3255 0.261
H -1.4718 1.3523 -4.6759 0.269
H -4.0520 1.1413 -1.5773 0.277
H -3.7711 2.8243 -2.0829 0.283
H -3.8849 2.5645 0.4131 0.272
H -2.3618 3.2721 -0.1423 0.246
H -1.5263 -1.5982 1.8391 0.259
H -0.4599 3.4943 1.2905 0.271
H -0.0917 2.9548 -0.3608 0.319
H 0.9523 2.4719 0.9896 0.214
C 1.9734 -0.2557 -3.1255 -0.624
C 2.6595 0.4155 -1.9452 0.108
C 4.1532 0.0780 -1.9263 -0.655
C 2.4329 1.9222 -1.9798 -0.639
N 1.9445 -0.1383 -0.7461 -0.463
N 2.6153 0.1780 0.4852 -0.665
H 2.3544 0.1668 -4.0541 0.250
H 0.8925 -0.1021 -3.0886 0.232
H 2.1825 -1.3296 -3.1423 0.219
H 4.6054 0.3274 -2.8850 0.268
H 4.3182 -0.9927 -1.7584 0.220
H 4.7064 0.6494 -1.1709 0.202
H 2.9530 2.3487 -2.8376 0.259
H 2.8466 2.4369 -1.0992 0.176
H 1.3706 2.1622 -2.0642 0.250
H 1.8108 -1.1417 -0.7961 0.393
H 2.8406 1.1720 0.4228 0.429
H 3.5243 -0.2978 0.5811 0.407

=====

Record 2
54
Properties=species:S:1:pos:R:3:nbo_charge:R:1 method="wB97M-V/def2-TZVPD" homo_ev="-7.72 / -7.67" charge=0 lumo_energy_ev="-0.2 / -1.1" orbital_gap_ev="7.50 / 6.53" multiplicity=6
Fe -1.3590 0.2969 0.9215 1.283
S -1.6837 2.0325 2.4137 -0.175
C -0.3870 3.1409 1.9721 -0.142
C -0.5611 4.5089 2.1963 -0.216
C 0.4517 5.4095 1.9216 -0.183
C 1.6747 4.9719 1.4252 -0.244
C 1.8707 3.6203 1.2037 -0.142
C 0.8453 2.7176 1.4542 -0.255
S 1.0981 0.9828 1.1735 0.342
C 1.4673 0.9338 -0.6079 -0.571
C 0.9754 -0.3706 -1.1760 0.253
C 1.6684 -1.0345 -2.1772 -0.244
C 1.1147 -2.1798 -2.7219 -0.129
C -0.1005 -2.6401 -2.2383 -0.247
C -0.7165 -1.9454 -1.2099 0.241
C -2.0031 -2.4312 -0.5943 -0.570
S -3.1650 -1.0637 -0.3255 0.310
C -3.0917 -0.3483 -1.9569 -0.145
C -3.6726 -1.0492 -3.0090 -0.228
C -3.5830 -0.5680 -4.3023 -0.236
C -2.9197 0.6333 -4.5311 -0.187
C -2.3642 1.3419 -3.4834 -0.218
C -2.4359 0.8728 -2.1660 -0.195
S -1.8083 1.8480 -0.8510 -0.264
N -0.1849 -0.8285 -0.7050 -0.525
H -1.5094 4.8543 2.5855 0.229
H 0.2872 6.4643 2.1001 0.218
H 2.4703 5.6762 1.2238 0.218
H 2.8248 3.2583 0.8400 0.208
H 2.5333 1.0588 -0.7864 0.234
H 0.9062 1.7482 -1.0716 0.282
H 2.6151 -0.6453 -2.5256 0.229
H 1.6229 -2.7092 -3.5170 0.228
H -0.5652 -3.5294 -2.6412 0.229
H -1.8148 -2.8359 0.4011 0.280
H -2.4619 -3.1989 -1.2142 0.234
H -4.1986 -1.9744 -2.8046 0.218
H -4.0324 -1.1149 -5.1200 0.218
H -2.8450 1.0253 -5.5375 0.217
H -1.8649 2.2842 -3.6692 0.223
I 5.6055 -2.7918 2.2974 0.142
C 3.5674 -2.4427 2.5739 -0.171
C 3.1197 -1.8830 3.7619 -0.248
C 1.7654 -1.6435 3.9328 -0.148
C 0.8642 -1.9341 2.9160 -0.153
C 1.3267 -2.5106 1.7403 -0.206
C 2.6755 -2.7764 1.5650 -0.191
C -0.5841 -1.5687 3.1111 0.770
O -1.0804 -1.5392 4.2125 -0.584
O -1.2245 -1.2820 1.9964 -0.887
H 3.8210 -1.6341 4.5466 0.228
H 1.3901 -1.2129 4.8518 0.243
H 0.6271 -2.7586 0.9540 0.213
H 3.0288 -3.2358 0.6514 0.214

=====

Record 3
55
Properties=species:S:1:pos:R:3:nbo_charge:R:1 method="wB97M-V/def2-TZVPD" homo_ev=-7.51 charge=-1 lumo_energy_ev=1.6 orbital_gap_ev=9.13 multiplicity=1
O -1.9657 1.2392 4.1206 -0.571
C -1.3453 1.1151 3.0663 0.663
O -1.2391 0.0544 2.3620 -0.640
B -0.2624 0.2099 1.2543 1.173
O 0.2384 1.5896 1.5212 -0.651
C -0.3424 2.0829 2.5943 0.667
O -0.1147 3.1413 3.0920 -0.560
O -0.7951 0.1500 -0.1366 -0.703
C -0.2107 -0.9502 -0.8413 0.691
O -0.5207 -1.4407 -1.8842 -0.531
C 0.8313 -1.5175 0.1285 0.678
O 0.8439 -0.7989 1.2335 -0.654
O 1.5052 -2.4636 -0.1976 -0.562
O 1.7807 3.8758 -4.1873 -0.943
H 0.9945 3.3423 -4.3031 0.472
H 1.5086 4.5793 -3.5980 0.471
O -3.6518 4.6542 -2.2709 -0.944
H -2.7651 4.7818 -1.9337 0.472
H -3.8098 3.7144 -2.1811 0.472
O 0.0226 7.1837 -1.0427 -0.939
H 0.2471 7.0773 -0.1183 0.473
H -0.2544 8.0967 -1.1188 0.466
O 3.3265 -7.9096 -4.3899 -0.937
H 3.2127 -7.2306 -3.7250 0.473
H 2.5635 -8.4780 -4.2856 0.464
O -3.0250 -7.0815 -6.5985 -0.932
H -3.2507 -7.9600 -6.9045 0.465
H -2.3922 -7.2275 -5.8954 0.468
O -0.6807 5.5728 8.8841 -0.943
H -0.8840 5.5620 7.9488 0.473
H -0.0765 4.8405 9.0068 0.470
O 4.0252 4.4497 6.5329 -0.941
H 3.2269 4.3461 6.0150 0.474
H 4.0908 3.6389 7.0375 0.467
O -1.3636 1.4898 -7.0703 -0.935
H -0.7102 1.2113 -7.7120 0.464
H -1.6529 0.6777 -6.6543 0.471
O 3.9410 -1.4110 5.5219 -0.941
H 4.6076 -1.7647 4.9330 0.466
H 3.1105 -1.5981 5.0842 0.475
O 3.4313 -2.1405 -6.3290 -0.936
H 3.5459 -1.5489 -7.0727 0.465
H 2.5907 -1.8868 -5.9479 0.471
O 1.7155 -5.3101 -9.2186 -0.939
H 2.3555 -6.0187 -9.1513 0.467
H 1.4766 -5.1157 -8.3123 0.472
O -6.2117 -0.3266 -0.0152 -0.935
H -5.5136 -0.8720 0.3472 0.473
H -7.0115 -0.6576 0.3935 0.462
O 3.1217 -8.0000 3.0443 -0.937
H 3.2420 -7.4695 2.2568 0.470
H 3.5732 -7.5126 3.7333 0.467
O -5.2816 5.0429 11.0157 -0.937
H -5.2301 5.8143 11.5800 0.464
H -4.5682 5.1569 10.3878 0.473

=====

Record 4
44
Properties=species:S:1:pos:R:3:nbo_charge:R:1 method="wB97M-V/def2-TZVPD" smiles="CC[C@@H](N)C(N)=O.O.O.O.O.O.O.O.O.O" homo_ev=-9.95 charge=0 lumo_energy_ev=0.4 orbital_gap_ev=10.36 multiplicity=1
C 2.4441 0.1723 -1.2049 -0.619
C 1.4160 -0.5940 -0.3887 -0.420
C 0.1845 -0.9595 -1.2172 -0.153
N 0.3218 -2.2080 -2.0082 -0.866
C -1.0093 -1.1656 -0.2703 0.689
N -1.9926 -0.2238 -0.2419 -0.821
O -1.1046 -2.1653 0.4317 -0.684
H 3.3621 0.3404 -0.6209 0.231
H 2.0999 1.1600 -1.4483 0.207
H 2.7296 -0.3388 -2.1082 0.192
H 1.8561 -1.5129 0.0596 0.223
H 1.0837 -0.0362 0.5469 0.229
H 0.0391 -0.1164 -1.9539 0.200
H 0.0683 -2.9952 -1.4464 0.390
H 1.2268 -2.2437 -2.3588 0.366
H -1.8673 0.6541 -0.6690 0.419
H -2.6916 -0.2385 0.5091 0.425
O -1.5906 -1.1811 -3.8801 -0.964
H -0.9638 -1.7449 -3.4431 0.503
H -2.3152 -1.1801 -3.1455 0.483
O -2.5133 1.1262 2.1575 -0.988
H -3.0440 1.6778 2.6293 0.472
H -1.8345 1.7554 1.8007 0.511
O -0.6179 -0.1021 3.5727 -1.002
H -1.3710 0.2435 3.0121 0.518
H -0.9131 -0.1366 4.4744 0.488
O 2.8229 -0.7261 2.1048 -1.007
H 3.4143 -0.9585 2.8110 0.474
H 2.0423 -1.3578 2.2411 0.508
O -1.1440 2.2977 -1.4851 -1.022
H -1.7058 3.1398 -1.7009 0.495
H -0.8571 1.9299 -2.3505 0.518
O 0.6214 -2.2438 2.5004 -0.998
H 0.1797 -1.5426 2.9720 0.498
H 0.1597 -2.3944 1.6484 0.506
O 1.2900 1.4546 2.5060 -1.009
H 0.6404 0.9482 2.9892 0.491
H 1.9821 0.8374 2.2986 0.503
O -0.6630 2.7069 1.1358 -0.995
H -0.5636 2.5202 0.2206 0.497
H 0.1819 2.3984 1.5149 0.512
O -0.6146 1.3135 -3.8947 -0.993
H 0.1974 1.3000 -4.3705 0.481
H -0.9871 0.3897 -3.9297 0.513

=====

Record 5
42
Properties=species:S:1:pos:R:3:nbo_charge:R:1 method="wB97M-V/def2-TZVPD" homo_ev="-17.30 / -17.29" charge=+2 lumo_energy_ev="-6.0 / -13.1" orbital_gap_ev="11.33 / 4.18" multiplicity=2
O -2.0492 -1.7404 1.1303 -0.255
C -0.7115 -1.9233 0.7077 -0.156
C -0.1193 -0.4327 0.4841 -0.236
N -0.7281 -0.1355 -0.9085 -0.598
C -0.1005 -0.9654 -2.0374 -0.242
C 1.2850 -0.5106 -2.3595 -0.699
H -2.1115 -1.0441 1.6584 0.507
H -0.3521 -2.5085 1.6099 0.392
H -0.6062 -2.7235 -0.1178 0.330
H -0.7662 0.1691 1.1729 0.287
H 0.9477 -0.4462 0.4735 0.279
H -0.4873 0.8951 -1.1202 0.515
H -1.6932 -0.3160 -1.1311 0.469
H -0.0364 -2.1465 -1.8761 0.233
H -0.6233 -0.8361 -2.9689 0.256
H 1.3859 0.4189 -2.8627 0.239
H 2.0160 -0.7003 -1.5776 0.236
H 1.6677 -1.1249 -3.1959 0.269
H 2.3869 4.1404 -0.5976 0.480
H 1.5019 4.0135 0.6176 0.493
O 1.5227 4.1545 -0.3799 -0.940
H 0.8649 3.0320 3.0282 0.463
H 1.6608 1.8470 3.5193 0.472
O 1.7527 2.5202 2.8934 -0.933
H 2.0018 -3.0810 0.9117 0.463
H 2.4483 -4.0978 -0.2250 0.501
O 1.7896 -3.9658 0.4830 -0.954
H 3.8404 -0.9532 0.9851 0.488
H 4.3068 -0.9637 -0.4284 0.491
O 3.5541 -1.2597 0.0369 -0.971
H 0.5708 2.7814 -0.7983 0.517
H 1.1827 1.6322 -0.3935 0.471
O 0.3220 2.0336 -0.3013 -0.935
H -3.4206 1.9633 -1.3142 0.501
H -2.2766 3.0511 -1.2823 0.503
O -2.3797 2.0614 -1.2994 -0.993
H -2.8644 -2.2438 -0.7544 0.486
H -3.5143 -2.3514 -2.3415 0.547
O -2.8425 -2.1475 -1.6676 -0.991
H -1.4523 2.0650 2.6421 0.504
H -2.6818 1.2519 3.2279 0.517
O -1.7848 1.1207 2.6957 -1.004

=====

Record 6
13
Properties=species:S:1:pos:R:3:nbo_charge:R:1 method="wB97M-V/def2-TZVPD" smiles=CC[C@@H](O)C#N homo_ev=-11.29 charge=0 lumo_energy_ev=0.8 orbital_gap_ev=12.05 multiplicity=1
C 1.6258 0.3904 -0.2387 -0.615
C 0.4435 0.2807 0.7145 -0.400
C -0.7332 -0.4733 0.0970 0.007
O -1.8056 -0.4432 1.0181 -0.685
C -1.2626 0.0543 -1.1764 0.240
N -1.8846 0.2936 -2.1212 -0.307
H 2.4643 0.9181 0.2263 0.223
H 1.9781 -0.6032 -0.5398 0.206
H 1.3351 0.9378 -1.1414 0.215
H 0.0997 1.2655 1.0476 0.219
H 0.7255 -0.2713 1.6195 0.218
H -0.4110 -1.5125 -0.0911 0.200
H -2.5750 -0.8368 0.5855 0.480